P) # C5H19N2O4

C5H19N2O4 as an isolated structure (the ωB97M-V functional and the def2-TZVPD basis, OMol25).

Frontier orbital gap (Eh): 0.3112

The geometry in ORCA input format:
```
! RIJCOSX wB97M-V def2-TZVPD def2/J DEFGRID3
* xyz -1 1
N 0.08 -1.65 3.59
C 0.79 -1.47 2.34
C -0.22 -0.96 1.30
N 0.26 -1.12 -0.12
C 1.65 0.83 0.19
C 1.62 -0.60 -0.37
C 1.77 -0.81 -1.91
O 1.24 0.29 -2.68
H -0.57 -2.42 3.56
H -0.46 -0.83 3.86
H 1.33 -2.36 1.98
H 1.53 -0.67 2.41
H -0.69 0.04 1.46
H -1.04 -1.67 1.38
H -0.45 -0.87 -0.79
H 2.29 1.50 -0.40
H 0.70 1.33 -0.09
H 1.85 1.07 1.23
H 2.36 -1.23 0.13
H 1.35 -1.76 -2.18
H 2.82 -0.55 -2.20
H -2.10 3.87 0.29
H -2.37 2.44 -0.09
O -2.01 2.99 0.67
H -2.17 0.83 -1.72
H -3.59 1.91 -1.99
O -3.09 1.52 -1.27
H 0.23 0.26 -2.91
H -1.71 -0.18 -3.23
O -1.37 0.26 -2.44
*
```

Q) # C5H19N2O4

A 4-piece molecular cluster, C5H19N2O4 overall (the ωB97M-V functional and the def2-TZVPD basis, OMol25).

Frontier orbital gap (Eh): 0.2790

The geometry in ORCA input format:
```
! RIJCOSX wB97M-V def2-TZVPD def2/J DEFGRID3
* xyz -1 1
C -0.34 1.63 -1.03
N 0.35 2.45 -0.05
C 1.93 2.41 -0.07
O 2.48 1.29 0.28
C -0.96 0.37 -0.46
C 0.06 -0.65 0.07
C -0.36 -1.45 1.31
N -1.87 -0.30 -1.44
H -1.06 2.24 -1.60
H 0.36 1.33 -1.82
H 0.12 2.17 0.91
H 2.12 2.81 -1.08
H 2.01 3.29 0.62
H -1.64 0.61 0.37
H 0.91 -0.01 0.32
H 0.35 -1.32 -0.73
H -0.04 -2.49 1.23
H -1.41 -1.33 1.54
H 0.08 -1.02 2.21
H -1.54 -0.18 -2.39
H -2.81 0.09 -1.42
H 0.59 -3.73 -0.98
H 1.15 -2.35 -1.72
O 0.96 -3.28 -1.74
H 1.91 1.68 3.13
H 2.54 1.22 1.79
O 2.71 1.25 2.82
H -2.48 -2.21 0.61
H -2.95 -1.99 -0.74
O -3.19 -2.53 0.05
*
```

Energetically preferred structure: Q) | next structure: +10.8 kJ/mol

P) # C5H5NS

A 2-piece molecular cluster, C5H5NS overall (the ωB97M-V functional and the def2-TZVPD basis, OMol25).

Frontier orbital gap (Eh): 0.3007

The geometry in ORCA input format:
```
! RIJCOSX wB97M-V def2-TZVPD def2/J DEFGRID3
* xyz 0 1
C 1.62 0.05 -0.30
C 0.92 0.50 2.02
C 0.72 0.17 0.76
C -1.20 -0.15 -0.07
C -1.04 -0.36 -1.57
N 2.29 -0.22 -1.18
S -2.33 -0.07 0.99
H 0.20 0.42 2.77
H 1.86 0.92 2.25
H -1.07 -1.40 -1.79
H -1.87 0.11 -2.01
H -0.10 0.03 -1.87
*
```

Q) # C5H5NS

A 2-piece molecular cluster, C5H5NS overall (the ωB97M-V functional and the def2-TZVPD basis, OMol25).

Frontier orbital gap (Eh): 0.2987

The geometry in ORCA input format:
```
! RIJCOSX wB97M-V def2-TZVPD def2/J DEFGRID3
* xyz 0 1
C -4.69 0.28 0.16
C -3.53 0.01 -0.02
C -1.01 0.01 -0.04
C 1.08 -0.50 -0.02
C 1.20 0.97 0.46
N -0.27 -0.98 0.09
S -0.51 1.71 -0.14
H -5.66 0.57 0.45
H 1.31 -0.26 -1.09
H 1.78 -1.26 0.32
H 1.31 1.09 1.52
H 1.96 1.64 -0.13
*
```

Energetically preferred structure: P) | next structure: +356.7 kJ/mol